Entry from the OMol25 dataset: C33H35F5N4P2PbS as an isolated structure at a distorted geometry (wB97M-V/def2-TZVPD).

## Properties
orbital gap (spin up / spin down) = 2.9 / 3.9 eV
charge = +2
energy above the lowest of the compared OMol25 structures with the same formula, charge and spin = 2.485 eV

Structure (XYZ):
```
81
Properties=species:S:1:pos:R:3:forces:R:3
H -1.862699 7.481849 -4.240656 -0.353 -0.188 -0.057
C 1.062005 -0.669932 -3.690476 0.175 0.005 0.189
H -2.693860 4.990793 1.301488 0.685 -0.515 -0.148
F 0.989823 -3.683240 3.288381 -0.436 2.062 -1.050
H 1.914787 2.612092 -4.065448 -0.480 -0.131 0.421
P -1.443905 6.205784 -1.297965 -2.399 3.548 -3.818
C -1.409810 2.135683 -4.164907 0.756 1.109 1.933
H -1.652075 8.910815 -2.783309 -0.243 0.133 0.089
H 6.190944 9.200920 -3.181608 0.221 -0.310 0.098
H -4.149827 7.044566 -5.594394 0.081 -0.235 0.152
C -2.013569 8.963237 -1.771343 -0.127 0.466 0.761
C 0.194545 -0.134884 2.878794 -0.696 0.357 1.052
C -1.946145 4.170876 1.267397 -0.009 -0.395 0.568
P 2.627148 6.119058 -1.827283 0.767 0.481 -3.139
H -0.222635 0.226665 -5.730651 -0.376 0.010 -0.013
H -0.252010 -2.100603 -4.420416 -0.450 0.764 -0.146
N -1.966399 7.843026 -0.940584 0.361 -0.447 1.280
H 6.483182 8.834291 -0.494591 -0.026 -0.218 0.092
C 0.750736 -1.080153 0.751348 -0.349 -0.252 -0.967
H -5.540532 5.150538 -4.148186 0.080 0.097 0.134
C 0.331289 -1.394160 3.479481 -0.553 0.790 1.079
C 1.168688 7.239034 -1.508006 0.559 1.077 -0.355
H -4.078963 4.713493 -1.906065 0.056 0.066 0.052
F 1.178771 -3.414779 0.549739 -0.274 1.231 0.848
F -0.042304 -1.571293 4.780694 0.723 0.197 -1.992
H -0.032799 3.092418 -2.789283 -0.361 -0.332 -0.329
H 4.496979 7.279982 -3.994986 0.002 0.237 0.088
H -2.658351 11.031584 -1.436903 0.046 -0.078 0.100
C -2.494275 10.040525 -1.040605 0.481 -1.290 -0.286
C 5.682369 8.482253 -2.554086 -0.766 -1.084 0.159
H 1.273019 4.349123 -3.358143 0.811 -0.305 -0.121
C -2.400714 8.235039 0.333394 0.013 0.859 -0.302
N -2.659725 6.100830 -2.774718 0.457 -1.069 0.952
H -3.016930 0.886160 -4.671908 0.587 0.147 -0.472
C 2.277076 5.935305 -6.050327 -0.029 0.338 1.121
C 0.936777 -2.328818 1.320210 0.199 -0.464 -0.831
H -1.891812 3.655126 2.230581 -0.477 -0.003 0.090
C 2.609165 6.774738 -4.977447 0.011 -0.455 -0.326
C 1.105480 1.867632 -4.189969 -0.261 -0.857 0.109
H 2.340952 6.167456 -7.104192 0.091 0.146 0.194
H 4.739404 6.820826 0.175197 -0.132 0.139 0.189
C 1.693582 0.492929 -3.982833 -0.211 -0.210 -0.657
C -2.721144 9.580253 0.295111 0.161 -0.810 -0.124
C -2.680285 6.825703 -3.968710 -0.479 -0.209 -0.232
C 0.540657 0.110982 1.509375 -0.736 -0.136 0.578
C -0.390195 -1.058973 -4.044229 0.620 -0.065 1.282
C -1.917778 0.992772 -4.635167 -0.400 -1.747 -0.896
H -3.073650 10.176610 1.124765 0.008 -0.136 -0.088
C 0.790298 -2.473346 2.707401 0.158 -1.489 1.027
H -1.638018 -0.830822 -5.752509 -0.110 0.398 0.063
F -0.412845 0.858408 3.589028 1.233 -1.186 -0.861
H 2.759342 0.469534 -4.235513 -0.109 -0.164 0.695
H -2.395699 7.522382 1.148685 -0.168 0.139 -0.094
H 0.845882 2.024433 -5.239453 0.039 -0.108 -0.339
H 0.232891 5.715006 -2.799906 0.014 0.350 0.065
H -0.176703 1.366464 -2.497029 -0.179 0.249 -0.651
C -0.014370 6.677888 -2.331648 0.187 -0.421 -0.475
C -1.053702 -0.152621 -5.123075 0.061 -0.743 0.212
H 1.408606 8.290668 -1.818950 -0.385 -0.835 0.508
N 4.150089 6.932308 -1.901541 0.688 -0.053 0.439
C 1.791480 4.728147 -5.497341 0.051 0.422 0.718
C -4.590309 5.599187 -3.895548 1.078 0.309 0.785
C 5.806005 8.292918 -1.136626 -0.891 -0.575 -0.072
C -0.153926 2.126432 -3.313276 0.741 0.522 -0.084
H 1.495868 3.827953 -6.011070 -0.187 0.292 -0.161
Pb 0.228128 4.554635 0.943702 -0.386 0.249 0.135
C 4.746688 7.570821 -2.995831 0.070 1.195 0.322
N 2.466850 6.077101 -3.770387 -1.813 -1.211 1.189
C -3.843451 5.359083 -2.738251 -0.221 0.098 -0.961
H -2.198498 3.394698 0.528840 -0.197 0.338 0.069
H -1.030252 -1.196942 -3.130691 0.535 0.163 -0.587
H 1.695644 -1.484582 -3.246932 -0.722 0.647 -0.753
H -0.263863 7.331933 -3.201664 0.195 -0.484 0.980
H 0.952316 7.220868 -0.413499 0.264 0.222 -0.565
H 2.906763 7.813863 -5.027398 0.153 -0.283 0.127
C 1.828831 4.884357 -4.114646 0.733 0.144 -0.669
H -1.982923 3.064289 -4.198655 -0.080 -0.150 0.060
C 4.898822 7.314997 -0.766102 0.122 0.897 -0.488
S 0.536630 1.643822 0.765263 0.036 -0.891 -0.017
C -3.859807 6.559709 -4.669471 1.018 -0.228 1.210
F 0.591462 -0.991043 -0.587173 0.741 -0.129 0.913
```
Forces are in eV/Å.

Formally, the Löwdin partial charges of the atoms, in units of the elementary charge, are as follows: atom 1 (H): 0.086, atom 2 (C): -0.067, atom 3 (H): -0.002, atom 4 (F): 0.166, atom 5 (H): 0.098, atom 6 (P): 1.076, atom 7 (C): 0.016, atom 8 (H): 0.088, atom 9 (H): 0.108, atom 10 (H): 0.105, atom 11 (C): -0.122, atom 12 (C): -0.160, atom 13 (C): -0.432, atom 14 (P): 1.115, atom 15 (H): 0.120, atom 16 (H): 0.137, atom 17 (N): -0.278, atom 18 (H): 0.104, atom 19 (C): -0.195, atom 20 (H): 0.097, atom 21 (C): -0.082, atom 22 (C): -0.408, atom 23 (H): 0.091, atom 24 (F): 0.139, atom 25 (F): 0.134, atom 26 (H): 0.085, atom 27 (H): 0.072, atom 28 (H): 0.108, atom 29 (C): -0.047, atom 30 (C): -0.054, atom 31 (H): 0.037, atom 32 (C): -0.143, atom 33 (N): -0.207, atom 34 (H): 0.149, atom 35 (C): -0.049, atom 36 (C): -0.101, atom 37 (H): -0.025, atom 38 (C): -0.114, atom 39 (C): -0.175, atom 40 (H): 0.110, atom 41 (H): 0.096, atom 42 (C): -0.059, atom 43 (C): -0.070, atom 44 (C): -0.161, atom 45 (C): -0.509, atom 46 (C): -0.145, atom 47 (C): 0.024, atom 48 (H): 0.105, atom 49 (C): -0.049, atom 50 (H): 0.127, atom 51 (F): 0.095, atom 52 (H): 0.130, atom 53 (H): 0.088, atom 54 (H): 0.113, atom 55 (H): 0.013, atom 56 (H): 0.117, atom 57 (C): -0.457, atom 58 (C): -0.139, atom 59 (H): 0.112, atom 60 (N): -0.299, atom 61 (C): -0.069, atom 62 (C): -0.085, atom 63 (C): -0.067, atom 64 (C): -0.136, atom 65 (H): 0.088, atom 66 (Pb): 1.108, atom 67 (C): -0.138, atom 68 (N): -0.169, atom 69 (C): -0.170, atom 70 (H): -0.019, atom 71 (H): 0.131, atom 72 (H): 0.133, atom 73 (H): 0.083, atom 74 (H): 0.029, atom 75 (H): 0.116, atom 76 (C): -0.244, atom 77 (H): 0.126, atom 78 (C): -0.139, atom 79 (S): 0.695, atom 80 (C): -0.065, atom 81 (F): 0.078